*a*
ORCA calculation (the ωB97M-V functional and the def2-TZVPD basis) on a 13-piece molecular cluster, C18H62O13 overall.

Each line ends with the Löwdin charge.
Geometry (Å):
O  -13.461  28.168  28.807  -0.03
H  -13.519  27.434  29.418  0.00
H  -12.602  28.555  28.978  0.07
O  -15.036  26.198  33.379  -0.04
H  -15.531  25.477  33.768  0.02
H  -14.623  26.635  34.124  0.07
O  -18.785  24.825  31.999  -0.03
H  -18.913  24.718  31.057  0.06
H  -19.645  25.087  32.330  0.06
O  -15.167  29.163  33.065  -0.05
H  -14.934  28.841  32.194  0.02
H  -15.552  28.405  33.506  0.00
O  -14.637  27.536  26.512  -0.07
H  -14.104  27.727  27.284  -0.04
H  -14.630  26.582  26.446  -0.03
O  -17.248  24.405  34.120  -0.05
H  -17.730  24.625  33.323  -0.03
H  -17.905  24.446  34.816  0.05
O  -11.178  26.900  32.167  -0.05
H  -10.503  26.292  32.469  0.03
H  -11.665  26.408  31.505  -0.01
C  -12.484  23.550  33.104  -0.03
C  -11.539  22.532  33.730  -0.53
C  -10.717  21.788  32.736  -0.06
O  -10.598  23.150  34.564  -0.04
H  -11.987  24.263  32.446  0.07
H  -12.911  24.155  33.904  0.08
H  -13.370  23.091  32.665  0.06
H  -12.145  21.846  34.321  0.13
H  -10.026  21.105  33.231  0.08
H  -10.143  22.497  32.138  0.09
H  -11.442  21.262  32.115  0.06
H  -10.249  22.403  35.057  0.09
C  -14.147  17.941  31.135  -0.05
C  -13.831  19.430  31.620  -0.44
C  -14.793  20.464  30.978  -0.05
O  -14.042  19.529  33.042  -0.06
H  -15.081  17.516  31.504  0.07
H  -13.325  17.332  31.510  0.07
H  -14.165  17.918  30.045  0.07
H  -12.818  19.632  31.272  0.11
H  -14.553  21.504  31.198  0.04
H  -15.819  20.323  31.318  0.08
H  -14.810  20.341  29.895  0.07
H  -13.424  18.941  33.483  0.08
C  -18.792  29.303  25.866  -0.03
C  -18.878  27.766  25.669  -0.53
C  -19.395  27.129  26.940  -0.07
O  -19.771  27.411  24.723  -0.03
H  -17.836  29.561  26.322  0.08
H  -19.611  29.784  26.401  0.07
H  -18.697  29.620  24.828  0.08
H  -17.920  27.323  25.398  0.14
H  -20.314  27.574  27.321  0.07
H  -18.665  27.203  27.746  0.07
H  -19.797  26.122  26.830  0.08
H  -19.345  27.188  23.892  0.10
C  -19.454  31.355  28.943  -0.06
C  -19.622  29.911  29.404  -0.46
C  -18.318  29.457  30.049  -0.07
O  -20.708  29.805  30.338  -0.05
H  -18.776  31.502  28.102  0.07
H  -19.190  32.026  29.760  0.08
H  -20.423  31.767  28.661  0.08
H  -19.874  29.241  28.582  0.09
H  -17.918  30.116  30.820  0.08
H  -17.463  29.252  29.405  0.07
H  -18.434  28.532  30.615  0.07
H  -20.351  29.741  31.226  0.08
C  -16.269  24.034  25.137  -0.05
C  -15.571  24.294  26.469  -0.47
C  -15.585  23.051  27.420  -0.04
O  -14.214  24.625  26.245  -0.06
H  -16.156  22.975  24.904  0.07
H  -15.947  24.566  24.242  0.09
H  -17.335  24.236  25.245  0.08
H  -16.109  25.142  26.892  0.12
H  -14.929  23.046  28.291  0.05
H  -15.287  22.170  26.852  0.08
H  -16.608  22.898  27.764  0.08
H  -13.784  23.854  25.867  0.10
C  -15.164  24.200  30.559  -0.05
C  -14.931  25.640  30.012  -0.42
C  -16.095  26.594  30.149  -0.05
O  -13.849  26.136  30.837  -0.10
H  -15.310  24.221  31.639  0.07
H  -14.215  23.678  30.433  0.07
H  -15.976  23.715  30.017  0.07
H  -14.568  25.575  28.987  0.12
H  -15.871  27.570  29.718  0.07
H  -16.396  26.814  31.174  0.07
H  -16.948  26.148  29.639  0.07
H  -14.214  26.081  31.723  0.03

Summary:
HOMO level = -0.365 Eh
Kohn-Sham gap = 9.85 eV
LUMO = -0.08 eV

*b*
ORCA calculation (the ωB97M-V functional and the def2-TZVPD basis) on a 13-piece molecular cluster, C18H62O13 overall.

Each line ends with the Löwdin charge.
Geometry (Å):
C  -3.729  -2.139  -4.073  -0.08
C  -4.146  -1.644  -2.702  -0.30
O  -3.032  -1.123  -1.990  -0.12
H  -2.910  -2.864  -4.047  0.06
H  -3.389  -1.304  -4.685  0.07
H  -4.560  -2.635  -4.577  0.08
H  -4.670  -2.393  -2.104  0.12
H  -4.863  -0.836  -2.906  0.11
H  -3.182  -1.264  -1.037  0.04
C  3.254  -0.823  4.246  -0.07
C  1.934  -0.854  3.505  -0.28
O  2.145  -0.765  2.092  -0.12
H  3.124  -0.918  5.325  0.08
H  3.725  0.150  4.075  0.08
H  3.975  -1.558  3.890  0.07
H  1.313  0.005  3.758  0.10
H  1.381  -1.772  3.735  0.11
H  2.737  -1.476  1.801  0.05
C  -3.048  2.554  0.311  -0.08
C  -4.475  2.955  0.680  -0.32
O  -4.500  3.679  1.895  -0.07
H  -2.592  1.939  1.092  0.06
H  -2.398  3.414  0.145  0.06
H  -2.981  1.952  -0.602  0.08
H  -5.072  2.055  0.817  0.09
H  -4.897  3.516  -0.160  0.11
H  -3.953  4.464  1.791  0.08
C  2.593  -2.930  -0.710  -0.08
C  3.934  -3.272  -0.086  -0.29
O  4.004  -2.795  1.251  -0.10
H  1.731  -3.290  -0.146  0.08
H  2.535  -3.267  -1.743  0.08
H  2.489  -1.838  -0.731  0.06
H  4.676  -2.754  -0.706  0.11
H  4.114  -4.350  -0.114  0.11
H  4.873  -2.977  1.618  0.10
C  -0.804  4.503  -2.275  -0.08
C  -0.024  3.298  -1.784  -0.32
O  0.131  3.417  -0.377  -0.10
H  -1.736  4.621  -1.724  0.06
H  -0.971  4.441  -3.351  0.08
H  -0.225  5.415  -2.105  0.07
H  0.946  3.268  -2.291  0.10
H  -0.546  2.371  -2.044  0.09
H  0.375  2.557  -0.002  0.03
C  -4.531  -0.963  1.050  -0.12
O  -3.283  -1.553  0.696  -0.15
H  -4.550  -0.643  2.092  0.09
H  -4.719  -0.084  0.425  0.07
H  -5.355  -1.657  0.868  0.08
H  -2.728  -1.530  1.497  0.03
C  -1.016  -3.691  -1.464  -0.16
O  -0.611  -5.031  -1.215  -0.12
H  -1.917  -3.634  -2.083  0.06
H  -1.260  -3.215  -0.518  0.07
H  -0.212  -3.158  -1.984  0.07
H  -0.416  -5.462  -2.050  0.07
C  2.157  2.979  2.821  -0.17
O  1.873  3.181  4.182  -0.10
H  1.781  3.764  2.149  0.08
H  3.232  2.966  2.643  0.08
H  1.735  2.057  2.400  0.06
H  0.920  3.191  4.299  0.08
C  -0.156  -0.455  -3.963  -0.16
O  -1.328  0.276  -3.684  -0.13
H  0.502  -0.532  -3.087  0.05
H  -0.403  -1.470  -4.292  0.07
H  0.406  0.077  -4.728  0.08
H  -1.866  -0.216  -3.043  0.02
C  2.905  1.078  -2.209  -0.16
O  3.226  1.075  -3.592  -0.12
H  3.123  2.065  -1.817  0.09
H  1.853  0.839  -2.031  0.04
H  3.448  0.280  -1.691  0.06
H  3.166  0.193  -3.963  0.07
C  -0.335  -0.062  -0.158  -0.10
O  0.797  0.708  0.245  -0.16
H  -0.817  0.414  -1.010  0.06
H  0.013  -1.054  -0.456  0.07
H  -1.041  -0.133  0.670  0.06
H  1.216  0.258  0.999  0.03
C  -1.803  -0.428  3.714  -0.12
O  -1.894  -1.698  3.066  -0.13
H  -2.673  -0.200  4.332  0.09
H  -0.912  -0.366  4.345  0.07
H  -1.694  0.328  2.937  0.07
H  -1.845  -2.379  3.744  0.10
C  5.052  0.593  1.162  -0.16
O  6.119  1.403  1.635  -0.11
H  4.090  1.103  1.264  0.07
H  5.170  0.294  0.117  0.07
H  4.991  -0.302  1.774  0.05
H  6.302  2.060  0.959  0.08

Summary:
HOMO level = -0.346 Eh
Kohn-Sham gap = 9.64 eV
LUMO = 0.24 eV

Stability verdict: *a*, ahead by 282.3 kJ/mol

*a*
ORCA calculation (the ωB97M-V functional and the def2-TZVPD basis) on C22H18N11O4S3Sc as an isolated structure.

Each line ends with the Löwdin charge.
Geometry (Å):
Sc  -0.421  0.219  0.232  0.66
S  -2.057  3.158  -0.658  1.03
C  -1.354  2.706  -2.196  -0.53
C  -2.200  2.856  -3.295  -0.04
C  -1.736  2.647  -4.579  -0.19
C  -2.630  2.776  -5.697  -0.18
N  -3.346  2.867  -6.590  0.18
C  -0.401  2.255  -4.761  -0.18
C  0.422  2.056  -3.672  -0.05
C  -0.027  2.264  -2.359  -0.65
S  1.059  1.904  -1.035  0.63
C  0.121  2.031  -6.085  -0.17
N  0.550  1.858  -7.136  0.19
H  -3.233  3.132  -3.136  0.12
H  1.440  1.726  -3.824  0.12
S  1.769  -0.864  1.039  0.61
C  1.873  -2.118  -0.183  -0.74
N  2.670  -3.139  -0.133  0.06
N  3.418  -3.276  0.938  -0.01
C  4.298  -4.355  1.072  -0.23
C  5.061  -4.438  2.233  -0.04
C  5.943  -5.493  2.402  -0.10
C  6.070  -6.465  1.420  -0.10
C  5.304  -6.371  0.266  -0.09
C  4.417  -5.323  0.081  -0.03
N  1.151  -2.110  -1.371  0.06
N  0.227  -1.276  -1.486  -0.03
C  -0.334  -1.251  -2.809  -0.25
C  -1.671  -0.914  -2.961  -0.02
C  -2.216  -0.854  -4.235  -0.07
C  -1.428  -1.118  -5.347  -0.08
C  -0.087  -1.444  -5.183  -0.08
C  0.466  -1.509  -3.916  -0.02
H  3.335  -2.590  1.682  0.07
H  4.962  -3.678  2.999  0.11
H  6.534  -5.553  3.307  0.10
H  6.759  -7.288  1.553  0.10
H  5.396  -7.125  -0.506  0.10
H  3.818  -5.243  -0.814  0.10
H  -2.280  -0.692  -2.095  0.09
H  -3.260  -0.594  -4.358  0.11
H  -1.851  -1.049  -6.341  0.11
H  0.536  -1.622  -6.050  0.11
H  1.510  -1.749  -3.771  0.11
N  0.648  2.031  1.926  -0.01
N  0.575  1.691  3.283  0.02
C  -0.017  0.524  3.611  -0.40
N  0.104  0.030  4.838  0.23
N  -0.702  -0.008  2.609  0.05
N  -1.060  -1.315  2.599  -0.41
O  -1.276  -1.698  1.449  0.00
O  -1.140  -2.005  3.595  0.09
H  1.614  2.106  1.626  0.06
H  0.148  2.889  1.722  0.09
H  1.062  2.231  3.980  0.16
H  0.772  0.408  5.485  0.13
H  -0.343  -0.858  5.018  0.10
O  -2.381  0.571  -0.315  -0.32
O  -1.892  1.793  0.304  -0.70

Summary:
HOMO level = -0.275 Eh
Kohn-Sham gap = 6.59 eV
LUMO = -0.89 eV

*b*
ORCA calculation (the ωB97M-V functional and the def2-TZVPD basis) on C22H18N11O4S3Sc as an isolated structure.

Each line ends with the Löwdin charge.
Geometry (Å):
Sc  -0.420  -0.843  -0.107  0.54
S  -1.853  1.233  0.809  0.66
C  -3.273  0.921  1.766  -0.62
C  -3.608  1.876  2.738  -0.05
C  -4.789  1.797  3.457  -0.17
C  -5.115  2.789  4.415  -0.17
N  -5.386  3.590  5.187  0.19
C  -5.684  0.728  3.231  -0.18
C  -5.332  -0.255  2.314  -0.04
C  -4.155  -0.161  1.594  -0.45
S  -3.883  -1.416  0.352  1.02
C  -6.951  0.671  3.844  -0.19
N  -8.018  0.609  4.261  0.18
H  -2.926  2.697  2.898  0.12
H  -5.988  -1.096  2.154  0.12
S  1.407  -0.700  1.601  0.64
C  2.593  -0.110  0.432  -0.77
N  3.851  0.101  0.751  0.08
N  4.245  -0.064  1.972  0.01
C  5.561  0.141  2.326  -0.23
C  6.516  0.394  1.338  -0.02
C  7.839  0.558  1.691  -0.08
C  8.223  0.486  3.022  -0.09
C  7.270  0.269  4.005  -0.09
C  5.943  0.092  3.667  -0.03
N  2.349  0.117  -0.856  0.05
N  1.149  0.094  -1.334  -0.05
C  1.138  0.104  -2.735  -0.27
C  2.201  -0.454  -3.455  -0.02
C  2.136  -0.548  -4.830  -0.08
C  1.021  -0.081  -5.508  -0.09
C  -0.010  0.519  -4.799  -0.08
C  0.034  0.613  -3.422  -0.05
H  3.553  -0.351  2.677  0.10
H  6.195  0.445  0.310  0.10
H  8.579  0.732  0.926  0.10
H  9.262  0.593  3.294  0.10
H  7.561  0.230  5.044  0.10
H  5.197  -0.082  4.429  0.11
H  3.050  -0.828  -2.906  0.11
H  2.944  -1.007  -5.376  0.10
H  0.956  -0.176  -6.581  0.10
H  -0.855  0.925  -5.331  0.10
H  -0.760  1.094  -2.869  0.07
N  -2.832  1.348  -2.186  0.04
N  -3.569  0.195  -2.461  0.02
C  -3.110  -1.048  -2.316  -0.45
N  -3.890  -2.050  -2.740  0.20
N  -1.844  -1.197  -1.867  0.09
N  -1.338  -2.381  -1.706  -0.43
O  -0.148  -2.391  -1.366  -0.01
O  -1.936  -3.412  -1.898  0.11
H  -2.572  1.405  -1.181  -0.05
H  -3.371  2.169  -2.442  0.11
H  -4.542  0.300  -2.722  0.17
H  -4.863  -1.873  -2.921  0.13
H  -3.580  -2.997  -2.527  0.10
O  -2.745  -2.413  0.939  -0.49
O  -1.430  -1.900  0.999  -0.38

Summary:
HOMO level (alpha / beta) = -0.281 / -0.281 Eh
Kohn-Sham gap (alpha / beta) = 6.30 / 6.29 eV
LUMO (alpha / beta) = -1.34 / -1.34 eV

Stability verdict: *a*, ahead by 224.2 kJ/mol